Model w:
DFT (wB97M-V/def2-TZVPD) results for a 6-piece molecular cluster, C18H39F2NO13 overall.

Summary:
HOMO level = -6.5 eV
frontier orbital gap = 6.9454 eV

Cartesian coordinates (Å):
1 N 0.532 -0.083 -0.371
2 H 1.338 0.260 -0.259
3 H 0.356 -0.181 -1.334
4 H -0.170 0.273 0.067
5 H 0.346 -0.891 -0.184
6 O 2.836 -1.890 -0.163
7 H 3.460 -2.589 -0.402
8 C 2.448 -4.076 2.263
9 C 1.021 -3.394 2.535
10 O 1.322 -2.972 3.865
11 C 2.615 -2.977 4.146
12 O 3.181 -2.677 5.128
13 O 3.281 -3.497 3.181
14 F -0.073 -4.094 2.459
15 H 2.708 -4.169 1.195
16 H 2.461 -5.340 2.386
17 H 0.973 -2.484 1.897
18 C 2.219 1.748 3.798
19 C 1.810 1.008 5.138
20 O 0.678 0.306 4.636
21 C 0.575 0.270 3.284
22 O -0.125 -0.414 2.652
23 O 1.396 1.129 2.744
24 F 1.596 1.898 6.134
25 H 3.276 1.497 3.507
26 H 1.830 2.680 3.811
27 H 2.751 0.546 5.587
28 C -2.836 -1.569 0.292
29 O -1.785 -2.207 -0.350
30 C -2.030 -2.819 -1.455
31 C -0.729 -3.064 -2.323
32 O -0.431 -1.950 -2.907
33 C 0.826 -2.028 -3.652
34 C 0.700 -0.635 -4.403
35 O 0.928 0.470 -3.541
36 C 0.853 1.660 -4.110
37 H -2.439 -1.068 1.107
38 H -3.553 -2.304 0.815
39 H -3.278 -0.901 -0.169
40 H -2.659 -2.053 -2.159
41 H -2.614 -3.791 -1.359
42 H -0.925 -3.872 -3.026
43 H -0.092 -3.403 -1.454
44 H 0.991 -2.594 -4.597
45 H 1.661 -1.866 -2.995
46 H -0.189 -0.656 -4.854
47 H 1.411 -0.630 -5.273
48 H 1.551 1.910 -4.946
49 H 1.259 2.292 -3.323
50 H -0.187 1.951 -4.560
51 C 2.098 3.477 -0.046
52 O 0.815 2.925 0.271
53 C 0.010 3.712 1.036
54 C -1.358 3.099 1.336
55 O -1.819 2.658 0.301
56 C -3.221 2.299 0.267
57 C -3.466 2.111 -1.204
58 O -2.531 1.177 -1.750
59 C -2.810 0.746 -3.032
60 H 2.386 2.928 -0.858
61 H 2.698 3.325 0.794
62 H 2.234 4.511 -0.418
63 H -0.106 4.451 0.506
64 H 0.643 4.308 1.878
65 H -2.005 3.804 2.002
66 H -0.898 2.206 2.066
67 H -3.626 3.231 0.819
68 H -3.442 1.296 0.796
69 H -3.500 3.044 -1.743
70 H -4.570 1.871 -1.257
71 H -2.958 1.577 -3.798
72 H -3.833 0.275 -3.043
73 H -1.812 0.212 -3.380

=====

Model x:
DFT (wB97M-V/def2-TZVPD) results for C18H39F2NO13 as an isolated structure.

Summary:
HOMO level = -7.8 eV
frontier orbital gap = 8.1587 eV

Cartesian coordinates (Å):
1 N 0.157 0.200 0.620
2 H 0.758 0.086 1.344
3 H -0.506 0.516 1.059
4 H -0.192 -0.603 0.117
5 H 0.357 0.878 0.023
6 O -2.619 -0.851 0.949
7 H -3.198 -0.634 0.421
8 C -2.770 -0.452 4.193
9 C -2.378 0.873 3.682
10 O -0.933 0.858 3.686
11 C -0.535 -0.341 4.002
12 O 0.640 -0.769 3.895
13 O -1.529 -1.060 4.615
14 F -2.941 1.893 4.247
15 H -3.247 -0.899 3.377
16 H -3.492 -0.206 5.139
17 H -2.791 0.881 2.347
18 C -1.589 -1.920 -3.316
19 C -2.912 -2.493 -2.781
20 O -2.833 -3.844 -3.121
21 C -1.792 -4.166 -3.749
22 O -1.570 -5.301 -4.250
23 O -1.034 -3.056 -3.955
24 F -3.890 -1.931 -3.544
25 H -1.242 -1.791 -2.054
26 H -1.374 -1.283 -4.115
27 H -2.997 -2.269 -1.621
28 C -0.648 1.793 -3.068
29 O -0.024 0.686 -2.734
30 C 1.339 0.576 -2.989
31 C 1.772 -0.928 -2.704
32 O 1.425 -1.260 -1.576
33 C 1.577 -2.629 -1.422
34 C 0.753 -3.108 -0.199
35 O 1.363 -2.833 1.062
36 C 0.469 -3.227 2.012
37 H -1.709 1.848 -2.618
38 H -0.556 2.122 -3.955
39 H -0.331 2.558 -2.314
40 H 1.947 1.081 -2.459
41 H 1.441 0.795 -4.123
42 H 2.885 -0.986 -2.812
43 H 1.315 -1.539 -3.517
44 H 2.623 -3.083 -1.233
45 H 1.219 -3.346 -2.293
46 H 0.771 -4.322 -0.141
47 H -0.149 -2.845 -0.300
48 H -0.301 -2.461 2.115
49 H 0.991 -3.379 2.927
50 H 0.165 -4.342 1.990
51 C -2.518 2.672 0.234
52 O -1.290 2.744 0.969
53 C -0.733 4.000 1.011
54 C 0.598 3.797 1.720
55 O 1.424 3.154 1.032
56 C 2.816 3.198 1.404
57 C 3.593 2.043 0.752
58 O 3.048 0.715 0.953
59 C 3.831 -0.210 0.338
60 H -3.070 1.699 0.165
61 H -2.404 3.096 -0.751
62 H -3.410 3.234 0.400
63 H -1.540 4.671 1.539
64 H -0.425 4.210 0.045
65 H 0.394 3.336 2.771
66 H 0.897 4.822 1.719
67 H 2.955 2.953 2.487
68 H 3.220 4.075 1.082
69 H 4.705 1.973 1.096
70 H 3.772 2.156 -0.340
71 H 4.692 -0.517 0.815
72 H 4.091 -0.026 -0.725
73 H 3.470 -1.283 0.421

=====

Most stable structure - model w; separation to the second - 92.9 kJ/mol.

=====

Model w:
DFT (wB97M-V/def2-TZVPD) results for an isolated ion of composition C4H11NS and charge +1.

Summary:
charge = +1
HOMO level (spin up / spin down) = -13.0 / -12.9 eV
2S+1 = 2
frontier orbital gap (spin up / spin down) = 9.1072 / 3.9386 eV

Cartesian coordinates (Å):
1 C 1.595 -0.737 1.774
2 N 1.640 -0.571 0.345
3 C 0.638 0.218 -0.320
4 C -0.742 -0.533 -0.266
5 S -2.130 0.475 0.137
6 C 1.008 0.459 -1.786
7 H 1.572 0.192 2.357
8 H 2.462 -1.327 2.061
9 H 0.724 -1.342 2.043
10 H 2.535 -0.396 -0.078
11 H 0.519 1.185 0.171
12 H -0.789 -1.463 0.339
13 H -0.894 -1.032 -1.224
14 H -1.445 1.169 1.073
15 H 0.500 1.349 -2.142
16 H 0.757 -0.397 -2.410
17 H 2.091 0.532 -1.875

=====

Model x:
DFT (wB97M-V/def2-TZVPD) results for a 2-piece molecular cluster, C4H11NS overall.

Summary:
charge = +1
HOMO level (spin up / spin down) = -12.4 / -11.7 eV
2S+1 = 2
frontier orbital gap (spin up / spin down) = 8.5731 / 3.0307 eV

Cartesian coordinates (Å):
1 C 2.149 -1.086 1.584
2 S 0.793 0.121 1.470
3 C 2.007 1.448 1.829
4 H 2.926 -0.970 0.742
5 H 2.571 -0.874 2.584
6 H 1.670 -2.105 1.293
7 H 2.706 1.179 2.639
8 H 1.374 2.226 2.099
9 H 2.617 1.684 0.811
10 C -2.560 0.863 -2.312
11 C -2.063 -1.362 -1.401
12 N -1.945 -0.499 -2.311
13 H -3.592 0.596 -1.913
14 H -1.837 1.353 -1.679
15 H -2.554 1.204 -3.324
16 H -1.456 -2.351 -1.486
17 H -2.805 -1.426 -0.625

=====

Most stable structure - model w; separation to the second - 163.0 kJ/mol.

=====

Model w:
DFT (wB97M-V/def2-TZVPD) results for a 2-piece molecular cluster, C4H3IN2O overall.

Summary:
HOMO level = -8.8 eV
frontier orbital gap = 8.1775 eV

Cartesian coordinates (Å):
1 C 2.093 -0.140 0.082
2 C 0.046 0.867 -0.612
3 C -1.056 -2.823 1.021
4 C 0.834 0.394 0.383
5 N 3.175 -0.532 -0.087
6 N -1.117 1.502 -0.453
7 O -0.902 -3.416 0.044
8 I -2.270 1.278 1.123
9 H 0.456 0.790 -1.614
10 H 0.379 0.363 1.435
11 H -1.637 1.717 -1.321

=====

Model x:
DFT (wB97M-V/def2-TZVPD) results for a 2-piece molecular cluster, C4H3IN2O overall.

Summary:
SMILES = N#C/C=C(\I)C#N.O
HOMO level = -10.0 eV
frontier orbital gap = 8.9930 eV

Cartesian coordinates (Å):
1 N 1.037 3.125 0.459
2 C 0.703 2.152 -0.059
3 C 0.323 1.041 -0.784
4 C 0.714 -0.190 -0.610
5 I 2.107 -0.564 0.956
6 C 0.112 -1.389 -1.083
7 N -0.630 -2.268 -1.283
8 H -0.273 1.205 -1.675
9 O -1.121 -0.710 1.349
10 H -2.082 -0.807 1.185
11 H -0.889 -1.595 1.546

=====

Most stable structure - model w; separation to the second - 11.8 kJ/mol.

=====

Model w:
DFT (wB97M-V/def2-TZVPD) results for a 2-piece molecular cluster, C4H9BrN overall.

Summary:
charge = +1
HOMO level (spin up / spin down) = -13.7 / -13.7 eV
frontier orbital gap (spin up / spin down) = 7.0918 / 7.0824 eV

Cartesian coordinates (Å):
1 C 0.271 -1.679 0.716
2 C 0.207 -0.448 1.556
3 C -0.084 1.831 -0.802
4 C 0.353 0.435 -0.734
5 N -0.314 -0.432 0.189
6 Br -0.995 -1.002 -2.724
7 H 1.300 -1.981 0.458
8 H -0.512 -2.514 0.733
9 H -0.368 -0.253 2.446
10 H 1.114 0.022 1.622
11 H -0.698 1.991 -1.716
12 H -0.709 2.033 0.041
13 H 0.668 2.620 -0.832
14 H 1.175 -0.077 -1.094
15 H -1.409 -0.544 0.140

=====

Model x:
DFT (wB97M-V/def2-TZVPD) results for an isolated ion of composition C4H9BrN and charge +1.

Summary:
charge = +1
HOMO level (spin up / spin down) = -12.1 / -12.4 eV
frontier orbital gap (spin up / spin down) = 7.2557 / 8.3867 eV

Cartesian coordinates (Å):
1 C -0.208 1.565 0.823
2 C -0.360 2.155 -0.539
3 C -0.604 0.012 0.462
4 C 0.221 -0.788 -0.499
5 N 0.786 -2.079 0.142
6 Br -2.482 -0.355 0.378
7 H 0.780 1.591 1.145
8 H -0.952 2.002 1.418
9 H -1.300 2.469 -0.648
10 H 0.487 1.979 -1.308
11 H 1.143 -0.214 -0.952
12 H -0.360 -1.172 -1.366
13 H 1.661 -2.279 -0.477
14 H 0.188 -2.925 0.225
15 H 0.999 -1.963 1.195

=====

Most stable structure - model w; separation to the second - 30.1 kJ/mol.